# 1
Here is C11H17BBaN6 as an isolated structure in a non-equilibrium geometry from the OMol25 dataset. Energies are from ωB97M-V/def2-TZVPD.

```
! wB97M-V def2-TZVPD RIJCOSX def2/J DEFGRID3
* xyz 2 1
C -1.648 -1.233 2.510
N -0.815 -0.815 1.543
N -0.362 -1.934 0.873
C -0.901 -3.039 1.451
C -1.731 -2.640 2.498
B 0.696 -1.876 -0.306
N 0.207 -1.219 -1.663
N -0.065 0.127 -1.802
C -0.393 0.343 -3.085
C -0.317 -0.863 -3.811
C 0.068 -1.821 -2.874
Ba -0.431 0.723 0.173
N 1.901 -1.046 0.198
N 1.657 0.250 0.509
C 2.814 0.792 0.921
C 3.836 -0.180 0.876
C 3.210 -1.338 0.410
H 2.853 1.839 1.224
H 3.596 -2.338 0.215
H 4.884 -0.058 1.145
H 1.024 -3.016 -0.553
H 0.262 -2.887 -2.980
H -0.648 -4.030 1.078
H -0.504 -1.014 -4.873
H -2.307 -3.279 3.167
H -0.658 1.347 -3.414
H -2.133 -0.504 3.159
H -0.916 3.060 -0.832
C -1.744 3.686 -1.202
H -1.653 3.808 -2.293
H -2.705 3.202 -0.965
H -1.702 4.675 -0.717
C -1.383 2.703 2.272
H -1.741 3.450 3.010
H -1.397 3.221 1.307
H -0.853 1.906 2.830
*
```

As for the total energy: -21971.7244 eV. The calculation puts the LUMO energy (spin up / spin down) at -6.92 / -11.87 eV. The value obtained for the molecular weight is 381.44 g/mol. The HOMO-LUMO gap (spin up / spin down) comes out at 9.234 / 3.586 eV. The value obtained for the max |F| is 12.61 eV Å⁻¹.

***

# 2
Here is an isolated ion of composition C2H5N2 and charge +1 in a non-equilibrium geometry from the OMol25 dataset. Energies are from ωB97M-V/def2-TZVPD.

```
! wB97M-V def2-TZVPD RIJCOSX def2/J DEFGRID3
* xyz 1 1
C 0.143 1.093 -0.637
C -0.372 -0.178 -0.640
N 0.568 -1.224 1.442
N 0.717 -1.085 0.307
H -0.527 1.720 -0.059
H -0.278 -0.753 -1.509
H 1.064 1.490 -1.068
H -1.265 -0.066 -0.043
H -0.050 -0.997 2.206
*
```

As for the total energy: -5122.9734 eV. The calculation puts the LUMO energy (spin up / spin down) at -7.27 / -6.83 eV. The value obtained for the molecular weight is 57.08 g/mol. The HOMO-LUMO gap (spin up / spin down) comes out at 8.005 / 8.667 eV. The value obtained for the max |F| is 2.06 eV Å⁻¹. The calculation puts the energy relative to the best compared isomer or geometry (same formula, charge and spin) at 393.0 kJ/mol.

***

# 3
Here is a 11-piece molecular cluster, C44H121N11O11 overall in a non-equilibrium geometry from the OMol25 dataset. Energies are from ωB97M-V/def2-TZVPD.

```
! wB97M-V def2-TZVPD RIJCOSX def2/J DEFGRID3
* xyz 0 1
C 2.794 -4.467 -5.199
C 1.586 -5.459 -4.954
C 1.770 -6.865 -5.580
O 1.746 -7.088 -6.965
C 0.403 -6.766 -7.594
N 1.417 -5.644 -3.514
H 2.688 -3.479 -4.751
H 2.926 -4.244 -6.258
H 3.701 -4.805 -4.698
H 0.734 -4.862 -5.279
H 0.996 -7.542 -5.218
H 2.692 -7.319 -5.217
H 0.011 -5.820 -7.220
H -0.357 -7.483 -7.284
H 0.412 -6.710 -8.683
H 1.594 -4.803 -2.983
H 0.492 -5.997 -3.311
C -9.961 2.422 -2.775
C -9.151 1.175 -2.345
C -8.327 1.348 -1.083
O -7.434 2.424 -1.211
C -7.277 3.292 -0.043
N -10.004 -0.009 -2.276
H -10.211 2.537 -3.829
H -9.290 3.267 -2.619
H -10.736 2.647 -2.043
H -8.434 0.919 -3.125
H -7.770 0.427 -0.906
H -8.988 1.441 -0.222
H -7.555 2.729 0.848
H -7.999 4.109 -0.026
H -6.234 3.607 -0.006
H -10.458 -0.075 -3.176
H -9.399 -0.816 -2.319
C 6.348 4.631 -0.831
C 7.460 5.545 -1.275
C 8.544 5.800 -0.110
O 8.117 6.247 1.082
C 7.863 7.708 1.042
N 8.052 4.962 -2.456
H 6.708 3.603 -0.776
H 5.447 4.692 -1.441
H 5.981 4.863 0.168
H 7.161 6.525 -1.647
H 9.305 6.517 -0.421
H 8.908 4.778 -0.006
H 7.743 8.075 2.061
H 6.977 7.834 0.421
H 8.774 8.216 0.726
H 7.835 5.497 -3.285
H 7.525 4.105 -2.541
C -1.022 7.354 4.024
C -0.347 8.678 4.599
C 0.032 9.891 3.653
O 0.960 10.862 4.191
C 2.343 10.423 4.157
N -1.195 9.330 5.600
H -0.884 6.565 4.763
H -0.343 6.978 3.258
H -2.047 7.609 3.756
H 0.522 8.367 5.179
H -0.852 10.483 3.421
H 0.400 9.399 2.753
H 2.747 10.500 3.148
H 2.480 9.449 4.627
H 2.733 11.124 4.895
H -0.842 10.275 5.641
H -0.974 8.950 6.510
C 5.894 -3.737 3.083
C 5.416 -4.989 3.871
C 4.869 -4.583 5.286
O 5.907 -4.636 6.313
C 5.719 -3.815 7.423
N 4.260 -5.613 3.150
H 6.757 -3.152 3.401
H 5.015 -3.097 2.997
H 6.042 -3.965 2.028
H 6.234 -5.700 3.989
H 3.919 -5.099 5.430
H 4.485 -3.573 5.142
H 5.601 -2.739 7.290
H 6.515 -4.088 8.116
H 4.802 -4.157 7.904
H 3.985 -6.416 3.698
H 4.242 -5.879 2.176
C -4.389 -8.720 -0.237
C -4.704 -8.512 -1.739
C -6.210 -8.119 -1.816
O -6.744 -7.803 -3.084
C -6.966 -8.944 -3.908
N -3.893 -7.311 -2.141
H -4.986 -9.490 0.252
H -4.510 -7.757 0.260
H -3.363 -9.056 -0.091
H -4.494 -9.396 -2.342
H -6.361 -7.271 -1.148
H -6.736 -8.926 -1.306
H -6.302 -9.799 -3.786
H -6.941 -8.665 -4.961
H -7.957 -9.319 -3.653
H -4.373 -6.432 -2.006
H -4.001 -7.311 -3.146
C 8.559 0.917 10.418
C 9.288 2.108 9.698
C 9.029 2.175 8.180
O 7.671 2.417 7.965
C 7.417 3.223 6.815
N 8.624 3.193 10.278
H 8.790 0.888 11.483
H 8.955 0.004 9.974
H 7.492 0.795 10.233
H 10.361 2.180 9.875
H 9.271 1.180 7.806
H 9.701 2.958 7.829
H 8.016 4.127 6.926
H 6.373 3.535 6.821
H 7.645 2.682 5.896
H 7.675 3.085 9.951
H 8.976 4.013 9.806
C -2.975 -5.775 5.721
C -1.807 -4.978 5.096
C -1.050 -4.241 6.254
O -1.766 -3.353 6.988
C -2.188 -2.137 6.379
N -0.979 -6.002 4.439
H -3.701 -5.291 6.375
H -2.474 -6.479 6.385
H -3.578 -6.303 4.983
H -2.096 -4.154 4.444
H -0.200 -3.659 5.897
H -0.689 -4.896 7.047
H -3.276 -2.090 6.340
H -1.822 -2.005 5.360
H -1.891 -1.330 7.048
H -1.647 -6.328 3.755
H -0.268 -5.582 3.857
C -1.473 -0.413 -1.390
C -0.663 -0.237 -0.120
C -1.077 0.984 0.721
O -0.291 1.125 1.889
C 1.068 1.493 1.770
N -0.612 -1.505 0.697
H -1.056 -1.252 -1.948
H -1.434 0.508 -1.972
H -2.502 -0.701 -1.177
H 0.354 -0.011 -0.440
H -2.057 0.787 1.155
H -1.244 1.905 0.163
H 1.358 1.612 2.814
H 1.345 2.405 1.242
H 1.583 0.621 1.366
H -0.055 -1.251 1.500
H -1.515 -1.617 1.136
C -4.759 -2.646 -8.119
C -5.569 -3.865 -8.584
C -5.304 -4.030 -10.091
O -6.058 -5.067 -10.690
C -6.299 -4.916 -12.068
N -5.211 -5.114 -7.894
H -4.911 -2.579 -7.041
H -4.801 -1.704 -8.666
H -3.715 -2.956 -8.163
H -6.635 -3.636 -8.603
H -4.241 -4.266 -10.142
H -5.661 -3.133 -10.596
H -6.887 -4.014 -12.240
H -6.822 -5.829 -12.353
H -5.403 -4.804 -12.679
H -5.438 -5.919 -8.460
H -5.873 -5.384 -7.181
C -0.651 6.212 -5.783
C -1.518 6.883 -4.747
C -1.051 8.385 -4.532
O 0.304 8.429 -4.082
C 0.622 9.502 -3.305
N -2.895 6.737 -5.104
H -0.911 5.200 -6.094
H 0.419 6.147 -5.584
H -0.927 6.681 -6.727
H -1.329 6.152 -3.961
H -1.593 8.691 -3.636
H -1.407 9.000 -5.359
H 0.561 10.305 -4.040
H 1.678 9.514 -3.034
H -0.074 9.748 -2.504
H -3.180 7.308 -5.887
H -3.187 5.781 -5.248
*
```

As for the total energy: -86490.5740 eV. Its SMILES is COC[C@H](C)N.COC[C@H](C)N.COC[C@H](C)N.COC[C@H](C)N.COC[C@H](C)N.COC[C@H](C)N.COC[C@H](C)N.COC[C@H](C)N.COC[C@H](C)N.COC[C@H](C)N.COC[C@H](C)N. The calculation puts the LUMO energy at 0.13 eV. The value obtained for the molecular weight is 980.52 g/mol. The HOMO-LUMO gap comes out at 9.111 eV. The value obtained for the max |F| is 3.66 eV Å⁻¹. The calculation puts the energy relative to the best compared isomer or geometry (same formula, charge and spin) at 835.6 kJ/mol.